No. 1
Formula: CH7N2O
Source: the OMol25 dataset
Level of theory: ωB97M-V/def2-TZVPD

Each line ends with the Mulliken charge.
Positions of all 11 atoms, in Å:
O  -0.47  0.18  -2.14  -1.12
H  -0.19  -0.23  -2.99  0.12
N  0.94  -0.86  0.28  -0.68
C  0.37  0.13  1.13  -0.55
N  -0.73  0.99  0.65  -0.70
H  0.75  -0.49  -0.69  0.35
H  0.26  -1.63  0.31  0.25
H  1.21  0.78  1.28  0.32
H  -0.13  -0.43  1.93  0.39
H  -1.55  0.38  0.57  0.25
H  -0.46  1.17  -0.33  0.37

Computed properties:
DFT total energy in a.u.: -227.0273
Gap between HOMO and LUMO in eV: 7.711
HOMO level in eV: -3.03
Charge: -1


No. 2
Formula: C2H4N4
Source: the OMol25 dataset
Level of theory: ωB97M-V/def2-TZVPD

Each line ends with the Mulliken charge.
Positions of all 10 atoms, in Å:
C  0.22  -0.24  -1.54  -0.60
N  -0.19  -0.13  -0.15  0.83
N  0.53  -0.63  0.84  -0.71
C  0.04  0.05  1.87  0.03
N  -0.92  0.92  1.51  -0.36
N  -1.04  0.79  0.22  -0.43
H  1.15  0.34  -1.64  0.30
H  -0.57  0.23  -2.13  0.30
H  0.39  -1.27  -1.85  0.23
H  0.40  -0.06  2.88  0.42

Computed properties:
Structure (SMILES): Cn1ncnn1
DFT total energy in a.u.: -297.5925
Gap between HOMO and LUMO in eV: 11.746
HOMO level in eV: -10.81
Charge: 0


No. 3
Formula: C5H8O3
Source: the OMol25 dataset
Level of theory: ωB97M-V/def2-TZVPD

Each line ends with the Mulliken charge.
Positions of all 16 atoms, in Å:
O  1.35  1.62  2.60  -0.83
C  0.86  1.35  1.45  0.36
O  1.22  2.07  0.52  -0.70
C  -0.27  0.43  1.24  -0.27
C  -0.24  -0.12  -0.25  -0.44
C  -1.22  -1.16  -0.57  -0.30
C  -0.74  -2.05  -1.72  -0.62
O  -0.66  -1.69  -3.03  -0.92
H  -0.18  -0.27  2.13  0.22
H  -1.29  0.97  1.50  0.14
H  -0.47  0.84  -0.91  0.04
H  0.80  -0.43  -0.45  0.27
H  -2.22  -0.69  -0.81  0.30
H  -1.45  -1.76  0.27  0.35
H  0.37  -2.14  -1.55  0.12
H  -1.19  -3.13  -1.78  0.28

Computed properties:
Structure (SMILES): O=C([O-])CCCC[O-]
DFT total energy in a.u.: -420.9311
Gap between HOMO and LUMO in eV: 6.123
HOMO level in eV: 0.81
Charge: -2


No. 4
Formula: C4H7NS
Source: the OMol25 dataset
Level of theory: ωB97M-V/def2-TZVPD

Each line ends with the Mulliken charge.
Positions of all 13 atoms, in Å:
C  3.10  -0.35  -0.08  -1.10
C  1.72  0.14  0.23  -0.10
C  0.55  -0.49  -0.04  -0.29
C  -0.68  0.17  -0.03  0.13
N  -0.65  1.53  -0.03  -0.46
S  -2.16  -0.60  0.03  -0.33
H  3.32  -0.80  0.90  0.27
H  3.02  -1.08  -0.90  0.30
H  3.86  0.38  -0.39  0.32
H  1.57  1.06  0.83  0.41
H  0.57  -1.47  -0.41  0.38
H  -1.49  1.98  -0.16  0.23
H  0.11  2.02  -0.55  0.23

Computed properties:
Structure (SMILES): C/C=C/C(N)=S
DFT total energy in a.u.: -609.5198
Gap between HOMO and LUMO in eV: 8.059
HOMO level in eV: -8.24
Charge: 0


No. 5
Formula: C10H8O3
Source: the OMol25 dataset
Level of theory: ωB97M-V/def2-TZVPD

Each line ends with the Mulliken charge.
Positions of all 21 atoms, in Å:
C  -0.95  1.50  1.21  0.57
C  -0.93  -1.51  -3.09  -0.42
C  -1.79  -0.52  -2.69  -0.61
C  0.08  -1.90  -2.20  -0.40
C  -1.58  0.19  -1.49  -0.51
C  0.32  -1.22  -1.04  -0.39
C  -0.52  -0.23  -0.66  0.82
C  -0.34  0.43  0.61  -0.27
C  1.07  1.00  2.23  0.83
C  2.18  0.99  3.18  -0.99
O  -1.94  2.16  1.16  -0.61
O  0.13  1.88  2.33  -0.35
O  1.02  0.13  1.30  -0.31
H  -1.22  -2.12  -3.96  0.33
H  -2.41  -0.12  -3.46  0.36
H  0.54  -2.88  -2.22  0.32
H  -2.20  0.88  -0.89  0.37
H  1.17  -1.51  -0.42  0.36
H  2.80  1.91  2.92  0.28
H  2.74  0.08  2.93  0.29
H  1.83  0.87  4.24  0.31

Computed properties:
DFT total energy in a.u.: -611.5113
Gap between HOMO and LUMO in eV: 8.087
HOMO level in eV: -7.65
Charge: 0


No. 6
Formula: C4H9NO
Source: the OMol25 dataset
Level of theory: ωB97M-V/def2-TZVPD

Each line ends with the Mulliken charge.
Positions of all 15 atoms, in Å:
C  2.16  -0.75  0.67  -0.68
C  1.54  0.33  0.18  -0.26
C  -0.03  0.45  -0.33  0.06
N  -0.17  -0.04  -1.66  -0.58
O  -0.72  -0.34  0.56  -0.36
C  -2.18  0.16  0.68  -0.74
H  3.21  -0.74  0.93  0.29
H  1.61  -1.68  0.81  0.23
H  2.12  1.24  0.06  0.32
H  -0.29  1.52  -0.27  0.33
H  0.66  0.11  -2.22  0.26
H  -0.36  -1.04  -1.59  0.26
H  -2.19  0.93  1.45  0.28
H  -2.59  0.54  -0.26  0.34
H  -2.77  -0.71  0.99  0.26

Computed properties:
Structure (SMILES): C=C[C@@H](N)OC
DFT total energy in a.u.: -287.7327
Gap between HOMO and LUMO in eV: 10.161
HOMO level in eV: -9.00
Charge: 0


No. 7
Formula: C2H5NO3
Source: the OMol25 dataset
Level of theory: ωB97M-V/def2-TZVPD

Each line ends with the Mulliken charge.
Positions of all 11 atoms, in Å:
N  1.38  -0.14  -1.15  -0.30
C  1.75  -0.06  0.15  0.06
O  1.12  -0.67  1.00  -0.54
H  1.90  0.28  -1.90  0.20
H  0.75  -0.91  -1.29  0.22
H  2.44  0.74  0.45  0.37
O  -1.26  0.45  -0.62  -0.44
C  -1.98  0.51  0.35  0.14
O  -1.83  -0.21  1.46  -0.41
H  -2.95  1.02  0.25  0.35
H  -1.31  -1.01  1.31  0.35

Computed properties:
Structure (SMILES): NC=O.O=CO
DFT total energy in a.u.: -359.6899
Gap between HOMO and LUMO in eV: 10.945
HOMO level in eV: -9.98
Charge: 0


No. 8
Formula: C6H17NOP
Source: the OMol25 dataset
Level of theory: ωB97M-V/def2-TZVPD

Each line ends with the Löwdin spin population.
Positions of all 26 atoms, in Å:
C  2.25  1.54  1.47  0.04
C  1.77  1.38  -0.84  0.00
C  -1.90  -1.22  -1.85  0.11
C  -3.05  -1.06  0.94  0.13
C  1.23  0.90  0.48  0.07
C  1.19  -0.59  0.67  0.53
N  1.90  -1.44  -0.05  0.30
O  -1.83  0.90  -0.43  0.14
P  -1.55  -0.68  -0.08  0.55
H  2.26  2.52  1.32  0.00
H  2.10  1.33  2.47  0.00
H  3.13  0.97  1.36  0.00
H  1.68  2.37  -1.04  0.00
H  1.17  0.98  -1.67  0.00
H  2.78  1.18  -1.00  0.00
H  -2.76  -0.65  -2.17  0.01
H  -0.99  -1.04  -2.47  0.00
H  -2.07  -2.24  -2.00  0.00
H  -3.55  -1.88  0.34  0.01
H  -2.65  -1.33  1.91  0.00
H  -3.65  -0.09  0.91  0.01
H  0.33  1.29  0.66  0.01
H  0.51  -0.88  1.55  0.04
H  -2.37  1.22  0.28  0.00
H  2.47  -1.06  -0.78  0.01
H  1.62  -2.41  0.02  0.01

Computed properties:
⟨S²⟩: 2.01
DFT total energy in a.u.: -709.7413
Gap between HOMO and LUMO (spin up / spin down) in eV: 5.697 / 7.016
2S+1: 3
HOMO level (spin up / spin down) in eV: -9.11 / -14.24
Charge: +1


- Which of these has the lowest charge?
  C5H8O3


- Which of these has the lowest DFT total energy?
  C6H17NOP


- Which value of DFT total energy does entry 8 give?
  -709.7413 a.u.


- Look up the DFT total energy of the fourth one.
  -609.5198 a.u.